17
Properties=species:S:1:pos:R:3:forces:R:3:lowdin_charge:R:1 method="wB97M-V/def2-TZVPD" energy_ha=-459.0412 de_lowest_kcal_mol=68.4 gap_ev=8.796
C 0.2916 0.4486 0.0992 1.99 -1.08 0.93 -0.407
C 1.2745 0.7329 1.2121 -0.10 0.31 -0.20 -0.037
C 0.7056 0.9801 -1.2516 -0.20 -0.13 0.16 -0.021
C -1.5101 -0.2472 0.0310 -1.83 -0.02 0.10 -0.383
C 0.2227 -1.5559 0.3023 0.45 2.45 -0.13 -0.301
C -1.1277 -1.5482 0.4735 -0.30 0.00 -0.25 0.015
O -1.0314 0.9071 0.4993 -0.06 -1.24 -1.12 0.080
O -2.5086 -0.0619 -0.8443 0.22 0.01 0.76 0.167
O 1.2532 -2.1285 0.1990 -0.04 -0.30 -0.02 0.109
H -2.8280 -0.9235 -1.1461 0.09 -0.01 0.00 0.136
H -1.7731 -2.3746 0.7383 -0.21 0.03 -0.21 0.111
H 2.2288 0.2504 1.0030 -0.02 -0.01 -0.03 0.088
H 1.4365 1.8126 1.2925 0.08 0.03 0.06 0.087
H 0.9014 0.3658 2.1669 -0.02 -0.02 -0.01 0.092
H 0.9146 2.0531 -1.2004 -0.02 -0.01 0.01 0.088
H 1.6172 0.4735 -1.5721 -0.04 -0.04 0.02 0.093
H -0.0671 0.8159 -2.0024 0.01 0.01 -0.07 0.083